This record from the OMol25 dataset describes 2 unconnected molecules or ions with the total composition C5H10ClN at a distorted geometry. The level of theory is ωB97M-V/def2-TZVPD.

Last column: natural (NBO) charge in e.
Cartesian coordinates (Å):
C  0.570002  -0.181951  1.866388  -0.316
C  -0.258482  0.058624  0.812166  -0.058
C  -1.598662  0.701274  0.942053  -0.664
C  1.512841  -0.798499  -0.801629  -0.693
C  0.133853  -0.330819  -0.591449  0.511
N  -0.688470  -0.491535  -1.547825  -0.632
Cl  0.234146  2.370177  -1.740284  -0.895
H  1.575797  -0.706400  1.774970  0.213
H  0.278614  0.323528  2.744451  0.210
H  -2.202197  0.252964  0.128198  0.195
H  -1.822567  0.831166  1.990900  0.241
H  -1.425430  1.740987  0.592075  0.285
H  1.782095  -1.516733  -0.027786  0.234
H  2.100304  0.005898  -0.587413  0.277
H  1.859940  -1.167054  -1.704952  0.236
H  -1.693024  -0.177999  -1.445046  0.429
H  -0.358759  -0.913629  -2.404815  0.426

Forces on atoms 1 to 2 (eV/Å):
0.58 -0.27 -2.75
1.13 -0.51 -0.08

Summary:
**Charge**: 0
**HOMO-LUMO gap**: 6.98 eV
**Lowest unoccupied orbital energy**: -0.8 eV

***

This record from the OMol25 dataset describes a molecular structure, C30H35CaN5S5. The level of theory is ωB97M-V/def2-TZVPD.

Last column: Mulliken charge in e.
Cartesian coordinates (Å):
Ca  -0.756416  0.293141  -0.573696  0.377
S  -2.869516  1.807141  0.388304  -0.550
C  -2.196716  2.186841  1.919104  0.442
C  -2.295616  3.500541  2.402104  -0.537
C  -1.707816  3.873441  3.588304  -0.643
C  -1.022616  2.936641  4.352704  -0.841
C  -0.969716  1.619741  3.931004  -0.439
C  -1.536216  1.240741  2.725504  0.257
S  -1.539416  -0.457859  2.199504  -0.149
C  0.111084  -1.053459  2.758204  -0.453
C  0.629684  -2.067759  1.795304  0.159
C  0.511384  -3.431359  2.058904  -1.173
C  1.056284  -4.328259  1.157804  -0.359
C  1.733484  -3.842159  0.051804  -1.304
C  1.813584  -2.462859  -0.133996  0.623
C  2.618784  -1.891759  -1.256296  -0.817
S  1.631184  -0.780959  -2.344296  -0.118
C  2.435584  0.790941  -2.181796  0.371
C  3.799384  0.917241  -2.000996  -0.500
C  4.370884  2.170541  -1.875596  -0.814
C  3.571684  3.301941  -1.956196  -0.656
C  2.220884  3.179241  -2.196896  -0.614
C  1.618584  1.923841  -2.332096  0.248
S  -0.048716  1.774441  -2.745396  -0.449
N  1.247584  -1.611259  0.711904  0.465
H  -2.836316  4.217941  1.801804  0.412
H  -1.787716  4.896741  3.926804  0.411
H  -0.561616  3.225541  5.286104  0.432
H  -0.503416  0.874941  4.561504  0.394
H  0.001184  -1.491159  3.750704  0.685
H  0.760784  -0.180159  2.790704  0.190
H  0.016384  -3.772259  2.953704  0.467
H  0.975584  -5.392859  1.327404  0.458
H  2.203784  -4.519559  -0.645896  0.496
H  3.021284  -2.686859  -1.885496  0.396
H  3.432384  -1.291659  -0.852196  0.470
H  4.439884  0.046641  -1.982196  0.451
H  5.437484  2.259241  -1.732796  0.417
H  4.017684  4.281541  -1.860696  0.407
H  1.596984  4.054041  -2.299196  0.470
C  -2.079816  -2.416159  -3.420096  -0.981
C  -2.465616  -0.937659  -3.354796  -0.988
N  -2.737916  -0.511959  -1.988896  0.231
C  -4.016016  -0.911359  -1.416896  -0.831
C  -4.141016  -2.345759  -0.893496  -0.859
S  -2.722716  -3.007659  0.055004  0.074
C  -2.203516  -4.407159  -0.998296  -1.075
C  -1.040116  -4.061559  -1.937296  0.292
N  -1.115116  -2.691359  -2.376196  0.575
H  -1.697916  -2.645159  -4.429896  0.441
H  -2.960916  -3.037859  -3.257896  0.425
H  -3.322616  -0.755759  -4.021996  0.445
H  -1.618016  -0.341459  -3.705496  0.238
H  -2.766216  0.504941  -2.010296  0.448
H  -4.839316  -0.770259  -2.141096  0.306
H  -4.193516  -0.237359  -0.573396  0.193
H  -4.336316  -3.059859  -1.690296  0.326
H  -4.989516  -2.368659  -0.206396  0.588
H  -3.084616  -4.742559  -1.541596  0.452
H  -1.907716  -5.202259  -0.315696  0.544
H  -1.040816  -4.785959  -2.773696  0.383
H  -0.105816  -4.182259  -1.387396  -0.532
H  -0.205016  -2.345459  -2.657596  -0.187
N  3.009584  4.550241  2.733304  -0.493
C  2.288484  3.642041  2.027204  0.681
C  1.082984  3.982541  1.402704  -1.343
C  0.413884  3.028241  0.669504  -0.891
N  0.830884  1.771441  0.544204  2.428
C  1.993484  1.454541  1.105404  -0.678
C  2.754284  2.335441  1.837704  -1.133
H  2.586784  5.429441  2.978204  0.202
H  3.782984  4.233641  3.291704  0.198
H  0.678084  4.976841  1.508904  0.371
H  -0.496916  3.280441  0.142104  0.703
H  2.326184  0.435041  0.954904  -0.040
H  3.697784  2.029841  2.264404  0.404

Forces on atoms 1 to 2 (eV/Å):
0.15 -0.77 0.06
-0.52 -0.21 -0.77

Summary:
**Charge**: 0
**HOMO-LUMO gap**: 6.88 eV
**Lowest unoccupied orbital energy**: 0.2 eV

***

Sequential HOMO level output: -7.783, -6.694 eV